{
  "formula": "C30H73BClN2O16P2S",
  "method": "ωB97M-V/def2-TZVPD",
  "largest_force_ha_per_bohr": 0.0530,
  "total_energy_ha": -4066.15819,
  "orbital_gap_ev": 6.84,
  "e_lumo_ev": 1.93,
  "total_charge": -1,
  "elements": ["C", "C", "C", "C", "C", "C", "O", "C", "C", "C", "O", "O", "O", "B", "N", "Cl", "O", "C", "P", "S", "P", "N", "O", "H", "H", "H", "H", "H", "H", "H", "H", "H", "H", "H", "H", "H", "H", "H", "H", "H", "H", "H", "H", "H", "H", "H", "C", "O", "C", "C", "O", "C", "H", "H", "H", "H", "H", "H", "H", "H", "H", "H", "C", "O", "C", "C", "O", "C", "H", "H", "H", "H", "H", "H", "H", "H", "H", "H", "C", "O", "C", "C", "O", "C", "H", "H", "H", "H", "H", "H", "H", "H", "H", "H", "C", "O", "C", "C", "O", "C", "H", "H", "H", "H", "H", "H", "H", "H", "H", "H", "C", "O", "C", "C", "O", "C", "H", "H", "H", "H", "H", "H", "H", "H", "H", "H"],
  "positions_angstrom": [[1.48, 1.40, 3.48], [0.80, 1.55, 2.11], [-0.38, 0.54, 2.13], [0.23, 2.95, 1.91], [1.24, 4.09, 2.15], [-0.37, 3.14, 0.50], [0.29, 2.32, -0.43], [-0.07, 2.51, -1.76], [-1.48, 2.15, -2.24], [-2.21, 1.07, -1.51], [-1.99, 0.65, -0.43], [-3.27, 0.52, -2.22], [0.08, 3.84, -2.15], [0.41, 3.89, -3.60], [-0.80, 4.22, -4.44], [1.68, 5.29, -3.91], [0.90, 2.51, -3.84], [1.05, 1.88, -2.63], [2.78, 2.43, -2.13], [4.16, 1.74, -3.37], [1.09, 0.02, -2.73], [2.24, -0.49, -1.54], [-0.37, -0.58, -2.11], [1.79, 0.37, 3.59], [2.33, 2.05, 3.60], [0.70, 1.57, 4.22], [1.47, 1.26, 1.31], [-0.44, -0.01, 3.06], [-0.36, -0.11, 1.27], [-1.30, 1.10, 2.02], [-0.58, 3.07, 2.61], [0.75, 4.88, 2.70], [2.11, 3.80, 2.73], [1.62, 4.50, 1.22], [-0.27, 4.19, 0.27], [-1.44, 2.96, 0.52], [-2.08, 3.05, -2.21], [-1.46, 1.85, -3.27], [-2.98, -0.38, -2.42], [-0.79, 3.77, -5.35], [-0.96, 5.22, -4.52], [3.05, 2.00, -0.82], [2.83, 3.83, -2.16], [2.16, -1.51, -1.52], [1.90, -0.21, -0.62], [-0.32, -0.46, -1.14], [-1.93, -5.73, -1.38], [-1.31, -6.32, -0.25], [0.11, -6.30, -0.31], [0.68, -5.17, 0.51], [0.32, -3.90, -0.02], [-0.77, -3.30, 0.67], [-2.97, -5.54, -1.13], [-1.46, -4.79, -1.66], [-1.89, -6.42, -2.23], [0.45, -6.23, -1.35], [0.46, -7.25, 0.10], [1.77, -5.23, 0.48], [0.37, -5.25, 1.56], [-0.42, -2.88, 1.62], [-1.57, -4.01, 0.87], [-1.16, -2.50, 0.05], [4.14, -2.74, 2.77], [4.24, -1.37, 3.13], [4.74, -1.19, 4.45], [6.21, -0.83, 4.44], [7.01, -1.90, 3.93], [7.38, -1.72, 2.58], [4.02, -2.79, 1.69], [5.03, -3.30, 3.05], [3.25, -3.19, 3.23], [4.56, -2.08, 5.06], [4.18, -0.36, 4.90], [6.53, -0.65, 5.47], [6.38, 0.08, 3.86], [8.19, -0.99, 2.49], [6.54, -1.39, 1.96], [7.73, -2.68, 2.20], [3.15, -9.45, 1.09], [3.23, -8.07, 1.40], [2.97, -7.80, 2.77], [4.25, -7.59, 3.55], [5.04, -8.77, 3.60], [6.10, -8.77, 2.65], [3.63, -9.60, 0.12], [3.67, -10.06, 1.83], [2.11, -9.77, 1.02], [2.38, -8.61, 3.22], [2.38, -6.88, 2.82], [4.00, -7.33, 4.58], [4.83, -6.76, 3.12], [6.92, -8.14, 3.00], [5.77, -8.43, 1.67], [6.47, -9.80, 2.57], [-6.87, 1.84, 2.98], [-7.07, 3.14, 2.46], [-6.13, 4.09, 2.95], [-5.01, 4.33, 1.96], [-4.21, 3.18, 1.76], [-4.53, 2.46, 0.58], [-7.43, 1.14, 2.36], [-5.82, 1.55, 2.97], [-7.25, 1.78, 4.01], [-5.72, 3.77, 3.91], [-6.67, 5.03, 3.10], [-4.35, 5.11, 2.36], [-5.41, 4.69, 1.00], [-4.10, 2.98, -0.29], [-5.61, 2.36, 0.44], [-4.09, 1.47, 0.65], [-4.04, 4.91, -5.03], [-3.26, 5.73, -5.87], [-3.63, 5.64, -7.23], [-4.49, 6.82, -7.66], [-5.75, 6.82, -6.99], [-5.79, 7.71, -5.89], [-3.89, 5.23, -4.00], [-5.11, 4.99, -5.26], [-3.72, 3.87, -5.11], [-4.14, 4.70, -7.43], [-2.71, 5.66, -7.82], [-4.70, 6.73, -8.73], [-3.96, 7.76, -7.49], [-5.90, 8.75, -6.24], [-4.89, 7.64, -5.27], [-6.66, 7.46, -5.28]],
  "mulliken_charge": [-1.8122, 1.3312, -0.6256, 0.2282, -1.8400, -1.0971, 0.6355, 0.6654, -1.0417, 0.2921, -0.4654, -0.5905, -0.9400, 0.9595, -0.3452, -0.4847, -0.6339, 1.1998, 0.3224, -0.4700, -0.6465, -0.4729, -0.2635, 0.4143, 0.4417, 0.3258, -0.0818, 0.6560, -0.3318, -0.0497, 0.5006, 0.3484, 0.4216, 0.3879, 0.5474, -0.0562, 0.3412, 0.2121, 0.4060, 0.0717, 0.0480, -0.0430, 0.0187, 0.3772, 0.0185, 0.1298, -0.6377, -0.4107, -0.3772, -0.4279, -0.2259, -0.6070, 0.2553, 0.2278, 0.3335, 0.3228, 0.1522, 0.3155, 0.2976, 0.2957, 0.3930, 0.1017, -0.9564, -0.1861, -0.5035, -0.5620, -0.3801, -0.6983, 0.3021, 0.4049, 0.3280, 0.3419, 0.3479, 0.3811, 0.3188, 0.3256, 0.2866, 0.2414, -0.8805, -0.3127, -0.3216, -0.6143, -0.3982, -0.6951, 0.2829, 0.3860, 0.3216, 0.3423, 0.2785, 0.3973, 0.3552, 0.3218, 0.2993, 0.2477, -0.6761, -0.3872, -0.5271, -0.6394, -0.1795, -0.7278, 0.2488, 0.2582, 0.3305, 0.3101, 0.3642, 0.3623, 0.3680, 0.2514, 0.5492, 0.1066, -0.9014, -0.3164, -0.5573, -0.5383, -0.3747, -0.6952, 0.2301, 0.5021, 0.3178, 0.3655, 0.3813, 0.3650, 0.3314, 0.3235, 0.2869, 0.2472]
}